This record from the OMol25 dataset describes a molecular structure, C34H44BN8O3PSe2Sr. The level of theory is ωB97M-V/def2-TZVPD.

XYZ file:
```
94
Properties=species:S:1:pos:R:3:forces:R:3
H -0.250 4.299 5.889 -0.05 -0.01 0.05
H 1.986 3.342 5.321 -0.11 -0.02 -0.13
C 0.035 2.681 -0.864 0.10 1.86 -1.55
H 2.577 2.830 2.993 0.16 -0.11 -0.12
H -0.176 4.804 -1.117 -0.01 -0.20 -0.11
H 1.496 -3.619 3.297 -0.06 -0.03 0.13
N 1.613 -0.809 1.770 0.48 0.42 -0.44
C -1.047 -2.645 -4.195 0.00 0.15 0.20
N -1.591 2.700 1.886 -0.41 0.20 0.32
H -5.662 0.336 -0.509 -0.06 0.04 -0.09
H -4.170 -2.719 1.440 -0.15 -0.06 -0.05
H 3.850 -2.374 -1.006 -0.05 -0.13 -0.12
N -1.800 -0.495 1.741 -0.63 0.24 0.01
H -0.925 -0.611 6.045 -0.04 -0.19 0.04
C -2.855 -4.475 -5.232 -0.15 -0.15 -0.03
H -1.502 -3.495 -2.296 0.01 0.06 0.08
C 0.206 4.446 4.910 0.17 -0.17 0.11
C 1.799 3.560 3.194 0.00 -0.11 0.33
H 1.058 3.471 2.406 -0.07 0.12 -0.19
C -2.315 -2.453 2.581 -0.14 -0.08 -0.08
H -2.542 2.337 1.942 0.02 -0.03 0.05
C 0.534 1.964 4.684 -0.01 -0.12 0.33
O -0.292 1.532 -1.199 -0.68 -0.14 -2.11
C 2.207 -0.078 -4.435 -0.04 0.14 -0.11
H 5.134 -1.128 -5.738 0.02 -0.04 -0.05
H -5.571 -0.222 1.164 -0.09 0.00 0.06
C 3.491 -0.012 -4.938 0.09 -0.02 -0.03
C 2.692 -1.384 1.252 -0.03 -0.26 0.11
H 1.668 -3.406 -4.658 0.02 -0.06 0.05
C 4.465 -1.648 -0.481 -0.29 0.15 -0.01
C -1.291 -2.684 -5.561 0.14 -0.06 -0.10
C 4.423 0.371 1.018 -0.16 -0.05 -0.14
H -5.359 -1.373 -0.164 -0.01 -0.08 -0.05
H -0.587 4.511 4.170 -0.14 0.02 -0.13
C 2.182 -2.457 -4.741 -0.16 0.02 -0.07
H -0.534 3.838 -2.581 0.20 -0.04 0.11
P -0.072 -1.261 -3.484 0.05 -0.25 -0.12
H -0.270 -2.260 4.292 -0.03 -0.16 0.14
H -0.195 1.900 6.794 -0.06 0.12 0.19
C 2.847 -2.664 1.805 0.02 -0.07 0.04
H 5.071 -1.117 -1.212 0.08 0.05 -0.09
H -1.262 2.805 2.843 -0.11 -0.08 -0.06
H 2.232 4.561 3.164 0.01 0.00 -0.11
H 3.998 0.941 -5.005 0.03 0.06 0.00
C -3.049 -0.361 -1.217 -0.12 0.24 0.13
H -2.007 -0.055 -1.219 0.05 -0.09 -0.27
C 1.183 3.314 4.566 0.04 0.19 -0.05
C -0.436 0.157 5.478 0.05 0.16 0.26
H 3.774 1.142 1.430 0.05 0.10 0.15
H -0.698 4.372 0.986 0.09 -0.04 0.05
N -2.084 3.846 -1.256 -0.31 0.00 -0.89
C -3.655 -0.060 0.152 -0.07 -0.09 -0.21
N -1.423 -1.452 2.593 -0.33 -0.63 0.42
N -0.060 -0.043 4.205 -0.28 -0.31 0.55
C -2.613 -4.441 -3.870 -0.14 -0.12 -0.09
C 1.544 -1.293 -4.339 -0.08 0.05 0.14
C -0.068 1.433 5.838 -0.13 -0.10 -0.01
C -2.589 3.834 -0.068 0.54 0.41 0.82
H -2.208 4.742 1.861 0.10 -0.18 -0.23
N 0.520 1.052 3.721 0.44 0.71 -0.76
H 3.599 -3.399 1.598 0.12 -0.09 -0.09
H -3.504 1.006 0.350 -0.06 0.00 0.04
C -3.309 -2.130 1.688 -0.02 -0.11 0.05
H -3.132 -5.119 -3.203 -0.02 0.00 0.00
H 0.738 5.398 4.920 0.00 0.09 -0.01
C 4.123 -1.173 -5.353 0.22 -0.03 -0.01
N 1.074 -1.660 2.640 0.21 -0.62 0.43
H 5.131 -2.174 0.202 0.11 -0.06 0.09
H -3.579 -5.172 -5.633 -0.01 -0.06 -0.06
H 5.124 0.837 0.328 0.08 0.12 -0.05
H 4.987 -0.097 1.827 0.02 0.01 0.06
B -0.176 -1.390 3.473 0.01 0.10 -0.24
H -0.792 -1.975 -6.208 -0.03 0.06 -0.03
O -3.809 3.717 0.195 -0.57 -0.26 0.43
C 1.789 -2.793 2.676 0.18 -0.17 0.01
Se -1.095 0.488 -4.137 -0.06 0.03 0.01
H -3.558 0.208 -1.990 0.01 0.07 -0.11
H 1.685 0.817 -4.129 -0.05 0.10 0.07
H 3.966 -3.294 -5.577 0.01 -0.05 -0.01
C -2.941 -0.874 1.180 -0.29 -0.26 0.28
C -1.710 -3.529 -3.357 0.21 -0.04 0.11
H -3.113 -1.426 -1.450 0.03 -0.06 -0.01
C -0.667 3.884 -1.494 0.06 0.06 0.32
C 3.576 -0.669 0.280 0.08 0.12 0.03
C 3.466 -2.389 -5.255 0.18 -0.18 -0.13
O 0.874 2.871 0.055 1.33 1.43 0.21
C -5.157 -0.353 0.164 0.21 0.19 0.14
Se 0.497 -1.880 -1.485 -0.09 0.28 0.22
Sr -0.012 0.957 0.874 0.71 -2.28 2.49
C -1.694 4.001 1.221 -0.46 0.61 -0.35
H -2.189 -3.324 3.199 0.08 -0.03 0.10
H 2.928 -0.141 -0.429 0.06 -0.12 -0.05
H -2.368 -3.642 -7.144 -0.02 0.03 -0.05
C -2.182 -3.604 -6.078 -0.03 -0.10 -0.17
```
Forces are in eV/Å.

Output
* DFT total energy: -195537.853 eV
* highest occupied orbital energy: -1.77 eV
* strongest force on any atom: 0.067 Eh/bohr
* total charge: -2

***

This record from the OMol25 dataset describes C6H15N in the gas phase. The level of theory is ωB97M-V/def2-TZVPD.

XYZ file:
```
22
Properties=species:S:1:pos:R:3:forces:R:3
C -1.359 0.175 -0.253 1.02 1.14 0.19
H 0.146 1.212 -1.485 -0.39 -0.22 -0.15
H 3.183 -0.352 -1.215 -0.20 -0.33 0.26
H -1.152 -1.071 1.554 0.74 0.37 -0.02
H 0.401 1.480 0.184 -0.59 -0.02 0.19
C 1.191 -0.351 -0.484 -1.55 0.01 0.57
N 2.370 0.217 -1.050 0.72 0.17 -0.83
H -2.036 0.981 -0.560 -0.19 -0.25 0.02
C 0.048 0.709 -0.516 1.48 -0.01 -0.50
H -1.512 -0.678 -0.909 -0.34 -0.01 0.09
C 0.801 -1.607 -1.247 -0.90 1.07 -0.49
H -0.466 1.192 2.421 0.13 0.26 -0.13
H 1.576 -2.310 -1.264 1.28 -1.21 0.22
H 0.623 -1.355 -2.293 -0.13 0.14 -0.08
H -1.987 1.899 1.904 -0.39 0.48 -0.31
H -2.632 -0.507 1.209 -1.38 -0.06 0.14
H -0.103 -2.078 -0.866 0.14 -0.06 0.19
H 2.653 1.153 -0.834 -0.30 0.23 0.41
C -1.514 0.988 2.205 1.06 -0.86 0.41
C -1.632 -0.148 1.211 -0.40 -0.70 -0.46
H 1.237 -0.604 0.587 0.54 -0.23 0.03
H -1.912 0.660 3.157 -0.34 0.08 0.23
```
Forces are in eV/Å.

Output
* DFT total energy: -7955.157 eV
* highest occupied orbital energy: -8.75 eV
* strongest force on any atom: 0.035 Eh/bohr
* SMILES: CCCC[C@@H](C)N
* total charge: 0

***

This record from the OMol25 dataset describes a molecular structure, C32H88AsF6N8O8. The level of theory is ωB97M-V/def2-TZVPD.

XYZ file:
```
143
Properties=species:S:1:pos:R:3:forces:R:3
H -7.750 -0.305 -0.621 0.56 -0.15 0.57
C 7.169 -4.054 4.241 0.04 -0.26 1.19
H 7.041 3.077 -6.304 -0.31 -0.10 -0.74
H 7.925 -3.405 4.683 -0.01 0.23 -0.17
F 2.564 -2.116 0.388 -0.57 1.40 0.91
N 7.454 -2.959 2.148 -0.27 -0.23 -0.11
H -1.904 -2.543 -3.574 -0.16 0.15 0.35
H 7.538 -3.093 1.151 0.08 0.13 -0.24
H 7.374 3.554 2.744 0.04 -0.25 -0.07
H -4.554 -2.542 8.471 -0.02 -0.29 0.12
H -3.550 -1.038 -8.870 0.43 0.11 0.16
H -4.454 -5.909 1.997 -0.17 0.16 0.59
H -4.968 -8.293 1.565 0.00 0.60 0.97
H -5.182 -1.259 -8.439 -0.21 -0.30 0.85
C -2.376 -1.676 -6.760 0.25 0.43 0.64
H 5.075 4.282 3.713 -0.03 -0.16 -0.31
C 6.581 -5.344 2.077 0.41 0.09 1.49
C 6.150 3.407 -5.769 0.77 0.20 -0.49
H 2.090 9.315 -0.390 -0.12 0.28 0.39
H 10.191 4.674 2.973 0.36 -0.46 0.00
H -3.684 -0.566 5.668 -0.02 -0.35 -0.19
C -5.232 -5.524 1.337 1.14 0.09 0.33
H 8.131 4.517 1.397 -0.30 -0.59 -0.44
H -6.756 -7.882 1.502 0.02 0.44 0.66
H -6.736 3.006 -2.891 -0.18 0.30 0.11
H -0.082 -1.574 -4.089 -0.11 0.14 -0.18
C -6.725 -2.266 8.567 0.87 2.50 0.44
C 7.520 4.539 2.300 0.80 1.45 0.78
F 1.747 -1.958 2.751 0.16 0.87 -0.80
H -4.508 -6.748 -0.242 0.06 0.01 -0.05
O 7.167 0.576 -5.885 -0.18 1.05 0.06
H 6.198 -3.592 4.420 -0.16 -0.18 0.06
H -0.614 9.442 -1.747 -0.33 -0.48 0.15
C 5.211 5.243 3.217 0.91 1.37 0.34
C -6.052 -10.265 0.489 0.14 1.39 -0.47
C 6.715 -0.292 -6.923 -0.60 0.29 1.00
H -1.880 -2.550 -7.182 0.60 -0.05 -0.04
H 6.528 -2.584 2.294 -0.24 0.50 -0.11
As 1.872 -0.793 1.419 -0.24 0.22 -0.62
H 6.375 -8.593 2.501 -0.28 0.16 0.32
H 3.884 1.904 -3.842 -0.01 -0.47 -0.40
C -0.427 -1.511 -5.121 -0.12 1.21 -1.66
H 0.201 11.129 0.444 0.32 -0.56 0.55
H 5.566 0.151 -4.694 -0.62 0.09 -0.09
H -5.043 0.813 -1.207 -0.02 -0.31 0.49
O 6.973 -6.639 2.550 0.57 0.56 0.23
H -6.137 -5.259 1.885 0.03 -0.08 0.02
H -0.499 5.086 -0.722 -0.33 0.21 -0.43
C 1.388 9.526 -1.197 1.55 -0.66 -0.70
N -6.433 -6.151 -0.665 0.00 -1.16 -0.70
H 6.660 -5.357 0.990 0.17 0.43 -0.17
H 5.578 4.148 -6.327 0.39 0.29 0.12
O -6.068 1.328 -3.845 0.07 0.06 -0.11
N -7.445 -0.033 -1.545 -0.61 -0.69 -0.11
H -7.368 -6.218 -0.289 -0.30 0.61 0.85
H -7.027 -10.346 0.970 0.20 -0.40 0.58
H 1.664 8.783 -1.945 -0.30 -0.32 -0.08
H -0.061 -2.340 -5.727 0.01 -0.42 0.38
H -6.444 -2.282 10.664 0.12 0.26 -0.28
H 5.626 -0.258 -6.925 -0.17 -0.53 -0.04
O -3.753 -1.877 -6.926 -1.54 0.78 -0.82
H -7.889 -0.553 9.347 0.29 0.07 -0.12
H -4.152 -2.674 -8.799 -0.18 -0.11 -0.09
H -6.024 -10.969 -0.343 -0.07 0.35 -0.24
C 5.984 -7.597 2.295 -0.19 0.87 -0.70
C 9.434 4.734 3.756 0.00 1.13 -0.56
O 8.305 5.367 3.199 -1.44 -0.55 0.08
N 5.454 4.403 1.028 -0.19 -1.46 -0.29
H 6.322 6.147 1.526 0.13 0.42 0.67
H 8.468 -4.661 2.756 0.27 0.00 -0.16
F 1.118 0.484 2.397 0.58 -0.86 -0.17
O -0.602 7.149 -0.805 0.28 -0.45 1.33
H -4.781 -4.633 0.899 -0.36 0.09 -0.14
H 6.996 -0.006 -7.937 0.54 0.31 0.19
C 6.137 1.039 -4.966 0.22 -0.19 -0.55
H 7.288 -4.996 4.777 -0.48 -0.10 0.06
C -7.060 1.372 -1.514 -0.51 -0.22 -0.93
H -5.166 -10.471 1.090 -0.29 -0.24 0.61
H 4.743 1.893 -6.361 -0.29 0.31 -0.04
H 9.250 3.761 4.212 -0.16 -0.04 0.02
H -8.332 -0.136 -2.016 -0.09 0.08 -0.77
N -2.462 -2.553 -4.416 -0.46 0.18 -0.06
H 4.641 4.055 1.517 -0.86 0.30 -0.34
C -1.942 -1.449 -5.284 -0.90 -2.55 0.66
H 5.699 -7.524 1.246 0.05 -0.39 -0.45
H 5.543 -5.164 2.354 -0.37 0.03 -0.11
H 4.272 5.640 2.830 -0.19 -0.19 0.22
H -5.005 1.810 -5.634 -0.04 -0.52 0.45
H -5.918 1.320 0.340 0.02 -0.55 -0.14
H -7.987 1.893 -3.489 -0.39 0.02 0.29
O -5.937 -8.919 0.007 -0.23 -1.03 -1.94
H -7.839 -2.980 10.214 -0.07 0.09 -0.41
H -7.843 1.890 -0.960 -0.09 0.83 -0.22
C -3.747 -1.308 6.464 -0.79 0.75 0.68
H -6.488 -6.999 -1.211 0.03 -0.03 -1.25
H -4.936 -0.928 8.976 -0.27 0.42 0.03
C -4.197 -1.705 -8.301 0.98 -0.32 0.53
C -0.448 5.953 -0.064 0.96 -1.41 -0.93
N 4.280 2.646 -4.400 0.03 -0.28 -0.87
H -1.354 8.406 0.620 -0.19 0.25 0.00
H 0.583 5.890 0.284 0.05 0.15 0.55
N -0.480 10.736 -0.189 -0.31 0.57 0.70
C -5.802 -7.915 0.975 0.54 -0.82 -0.27
H 5.905 3.500 0.999 0.65 -0.36 -0.80
C -7.783 -1.105 8.414 0.09 -1.34 -0.91
H 7.102 -1.279 -6.668 -0.25 -0.23 -0.38
F 3.487 -0.267 1.910 -0.65 -0.73 0.24
H -5.339 2.462 -0.808 -0.08 0.27 -0.06
H -3.370 -2.285 6.161 -0.23 -0.08 -0.10
H -0.541 11.511 -0.834 -0.32 -0.31 -0.68
H -2.470 -0.583 -4.885 0.51 0.43 -0.21
C -5.647 2.237 -4.864 -0.37 0.44 0.76
C -5.774 1.466 -0.731 0.65 0.91 -0.72
H 9.780 5.472 4.480 0.23 -0.38 0.28
H -3.122 -0.927 7.272 0.18 -0.05 0.12
C 7.458 -4.255 2.805 0.58 -1.06 -1.68
C -5.257 -1.725 8.306 -0.37 -0.60 -0.82
C -5.437 -6.587 0.305 -0.76 0.03 0.46
H 6.611 1.337 -4.031 0.42 0.16 -0.17
F 0.240 -1.204 0.844 1.17 0.06 0.26
F 2.066 0.425 0.140 -0.36 -0.97 0.18
H 0.331 8.110 0.882 0.48 -0.52 -0.24
H 5.566 5.942 3.973 0.01 0.06 0.12
O -5.128 -1.320 6.903 0.21 -0.47 1.19
H 1.677 10.464 -1.671 -0.18 0.25 0.19
H 6.655 3.813 -4.893 -0.68 0.28 0.44
H -0.010 -0.653 -5.648 0.48 0.39 0.39
H -6.732 -3.037 7.796 -0.95 -0.12 0.15
C 5.263 2.247 -5.471 0.11 -1.36 2.39
H -2.286 -3.478 -4.782 0.00 -0.07 -0.56
H -2.105 -0.764 -7.292 0.42 0.03 -0.32
C -7.025 1.959 -2.981 1.03 -0.47 0.67
H 4.597 3.315 -3.713 0.60 0.18 -0.38
H -1.144 5.716 0.741 -0.26 0.77 0.17
H -8.735 -1.599 8.217 -0.29 0.01 0.21
N -6.887 -2.808 9.925 0.84 -0.89 -0.24
H -6.491 2.706 -5.368 -0.39 -0.16 -0.18
H -7.657 -0.449 7.552 0.43 0.08 0.11
H -5.138 3.065 -4.371 0.42 0.15 -0.09
H 5.078 -7.272 2.808 -0.22 -0.72 0.56
C -0.416 8.225 0.096 -0.66 2.20 -1.73
C -0.051 9.482 -0.814 -0.64 0.00 0.74
C 6.164 5.189 2.022 0.03 -0.34 0.24
```
Forces are in eV/Å.

Output
* DFT total energy: -140053.533 eV
* highest occupied orbital energy: -6.97 eV
* strongest force on any atom: 0.056 Eh/bohr
* total charge: -1

***

This record from the OMol25 dataset describes a molecular structure, C2H8InO2. The level of theory is ωB97M-V/def2-TZVPD.

XYZ file:
```
13
Properties=species:S:1:pos:R:3:forces:R:3
H 2.228 0.354 -1.916 0.02 0.59 -1.16
H 2.637 -1.167 -1.156 0.21 0.06 -0.01
C 1.878 -0.386 -1.195 1.66 -0.60 0.75
O 1.790 0.271 0.048 -1.91 -0.65 -0.57
H -2.617 -1.069 0.481 0.06 -0.19 -0.47
H -0.660 -0.607 0.351 0.84 -0.52 -0.61
H -2.981 0.581 -0.009 -0.60 0.68 -0.66
H 2.336 -0.252 0.639 1.07 -0.06 0.99
C -2.438 -0.021 0.720 1.85 -0.59 0.39
O -0.984 0.223 0.709 -2.37 -0.18 1.31
In 0.678 2.632 1.183 0.12 0.19 -0.22
H 0.944 -0.808 -1.564 -0.90 0.49 -0.22
H -2.810 0.249 1.708 -0.05 0.78 0.48
```
Forces are in eV/Å.

Output
* DFT total energy: -11429.553 eV
* highest occupied orbital energy: -24.78 eV
* strongest force on any atom: 0.053 Eh/bohr
* total charge: +3